# 1
Density functional theory data (ωB97M-V/def2-TZVPD) for C35H47BBrN5O3Ru as an isolated structure at a distorted geometry.

Geometry (Å):
C1 -14.250 5.845 -1.619
C2 -15.752 7.453 -9.271
H1 -13.119 3.068 -5.205
H2 -12.053 4.069 -7.250
N1 -19.218 6.530 -5.973
H3 -14.093 6.370 -8.507
N2 -14.242 6.941 -5.095
C3 -12.219 4.652 -6.333
C4 -12.961 9.008 -2.650
H4 -18.103 3.146 -9.724
H5 -11.298 4.557 -5.800
H6 -13.217 10.062 -2.871
C5 -13.309 7.667 -5.759
Br1 -17.114 4.765 -3.256
H7 -15.503 3.735 -5.807
C6 -13.425 4.102 -5.517
H8 -18.997 9.554 -8.970
H9 -14.457 2.937 -6.920
C7 -14.786 5.269 -10.203
C8 -17.191 8.991 -7.934
C9 -16.307 11.232 -7.343
H10 -12.345 8.732 -3.520
C10 -13.850 8.247 -6.812
H11 -13.583 2.839 -3.163
C11 -19.746 7.952 -4.214
H12 -19.405 9.761 -6.673
C12 -20.670 8.798 -3.399
H13 -21.678 8.713 -5.819
C13 -15.060 8.578 -1.279
H14 -14.807 4.730 -7.166
C14 -18.081 8.951 -9.005
C15 -14.155 4.465 -1.772
H15 -14.407 8.386 -0.388
H16 -12.340 5.695 -6.640
C16 -16.669 7.532 -10.302
C17 -18.301 3.995 -9.024
H17 -15.271 11.090 -7.126
H18 -21.626 7.271 -7.015
C18 -13.696 4.745 -4.142
C19 -14.299 8.204 -2.585
H19 -18.596 8.241 -10.940
H20 -17.023 8.257 -2.661
C20 -17.838 8.255 -10.197
C21 -17.270 10.096 -6.874
C22 -14.520 6.590 -9.501
C23 -21.495 7.618 -5.997
C24 -20.112 7.364 -5.489
B1 -15.635 7.058 -5.681
H21 -15.270 9.659 -1.292
N3 -15.218 7.951 -6.914
H22 -14.311 3.804 -0.861
H23 -14.513 6.262 -0.660
Ru1 -17.435 6.390 -5.039
O1 -19.487 5.299 -10.698
H24 -19.990 6.910 -8.548
H25 -18.982 11.286 -7.425
H26 -13.261 8.740 -7.609
H27 -16.836 9.692 -5.956
H28 -15.012 5.388 -11.280
C25 -14.002 6.098 -3.981
H29 -16.015 8.047 -1.201
C26 -19.157 4.998 -9.414
H30 -21.582 8.319 -3.094
N4 -18.177 4.733 -6.725
C27 -13.783 3.906 -3.024
C28 -17.872 3.887 -7.689
H31 -13.970 4.571 -10.082
C29 -16.011 8.171 -8.065
H32 -12.307 7.753 -5.341
C30 -13.409 7.353 -10.299
N5 -18.456 7.745 -3.886
H33 -17.211 3.108 -7.319
O2 -18.019 8.488 -2.761
H34 -22.164 7.096 -5.350
C31 -14.635 3.890 -6.431
H35 -16.398 6.975 -11.239
H36 -20.154 9.153 -2.509
C32 -18.703 10.582 -6.633
H37 -12.402 8.974 -1.723
H38 -16.641 12.125 -6.804
H39 -14.985 8.551 -3.366
C33 -14.212 6.712 -2.741
H40 -13.715 7.541 -11.347
H41 -18.915 4.938 -11.373
H42 -15.675 4.836 -9.802
H43 -12.471 6.780 -10.330
H44 -18.787 11.082 -5.611
C34 -19.711 5.842 -8.389
O3 -20.473 5.109 -7.462
H45 -16.409 11.351 -8.442
H46 -20.997 9.705 -3.972
H47 -13.271 8.312 -9.775
C35 -19.222 5.542 -6.931

Results
total charge = +2
multiplicity = 5
LUMO (alpha / beta) = -7.326 / -8.198 eV
<S²> = 6.03
gap between HOMO and LUMO (alpha / beta) = 6.2 / 5.6 eV

# 2
Density functional theory data (ωB97M-V/def2-TZVPD) for C35H47BrCuN4P2 as an isolated structure at a distorted geometry.

Geometry (Å):
H1 -2.576 2.374 -1.172
H2 -0.784 -1.116 -5.061
H3 1.869 -1.037 -0.237
H4 1.915 3.155 0.320
H5 -3.028 4.493 -2.078
H6 -1.785 3.343 3.151
C1 3.533 1.681 0.464
H7 -1.510 -2.836 -2.046
C2 7.614 -3.434 1.045
H8 -3.249 -4.714 -1.788
C3 -1.374 -3.648 -1.315
P1 -1.250 1.619 1.609
C4 5.761 -0.198 0.991
H9 -4.864 0.501 1.494
H10 -2.048 -5.703 -0.957
H11 -4.135 0.950 -2.022
H12 0.380 1.275 5.083
C5 5.314 -2.913 0.398
H13 -3.456 -2.055 -1.221
H14 -3.231 -0.995 0.196
H15 0.985 -2.566 2.587
C6 -0.303 5.815 -4.443
N1 -1.530 6.344 -4.472
H16 5.930 0.858 1.224
H17 4.444 2.221 0.671
H18 -1.196 2.005 4.753
C7 2.273 2.141 0.241
H19 0.312 2.566 -2.310
H20 -2.570 3.652 1.584
H21 -2.682 -0.206 2.218
H22 -0.301 4.370 0.631
C8 -0.971 4.185 -2.748
H23 7.735 -0.813 1.594
H24 3.349 -2.331 -0.224
C9 0.325 -3.098 1.893
C10 -4.560 -2.722 0.549
C11 -4.053 1.210 1.267
Cu1 -0.572 1.102 -0.461
C12 -0.152 1.130 3.015
C13 -0.182 1.874 4.355
H25 -0.383 0.071 3.201
H26 -0.070 0.575 -3.368
H27 -4.427 2.223 1.476
C14 -2.845 0.884 2.152
H28 0.865 1.175 2.619
C15 4.298 -1.988 0.188
C16 6.557 -2.491 0.878
H29 -0.800 5.352 2.029
H30 0.434 4.099 2.225
H31 -5.479 -2.159 0.362
P2 -1.869 -2.988 0.300
N2 3.484 0.290 0.302
H32 0.098 -1.660 0.228
C17 -2.051 0.821 -2.560
C18 -1.496 -0.746 -4.325
H33 -0.344 -3.743 2.482
C19 -2.177 -4.902 -1.698
N3 1.442 1.064 -0.075
H34 -4.862 -0.807 -3.621
C20 2.205 -0.027 -0.031
H35 -3.832 1.159 0.190
H36 -3.025 1.261 3.176
H37 -1.818 -5.278 -2.659
H38 0.445 6.229 -5.126
H39 1.047 4.396 -3.549
C21 -3.359 -2.041 -0.123
C22 -0.487 -2.106 1.042
H40 -4.410 -2.798 1.633
H41 5.134 -3.967 0.187
C23 4.529 -0.636 0.488
H42 -0.878 -1.285 1.664
H43 -4.709 -3.741 0.165
C24 -0.504 4.342 1.709
C25 -2.458 5.891 -3.624
H44 -3.436 6.376 -3.676
C26 -3.803 -0.563 -3.521
C27 -1.104 0.213 -3.394
C28 6.776 -1.139 1.191
C29 -1.715 1.985 -1.722
N4 8.481 -4.206 1.184
C30 -2.817 -1.205 -4.300
C31 -0.720 2.902 -2.141
C32 -2.229 4.846 -2.723
C33 0.033 4.780 -3.565
C34 -3.400 0.430 -2.632
H45 -0.302 -3.887 -1.235
H46 0.285 2.866 4.308
Br1 -3.279 -2.640 -5.336
H47 0.939 -3.755 1.267
C35 -1.617 3.356 2.058

Results
total charge = +2
multiplicity = 2
LUMO (alpha / beta) = -6.324 / -8.809 eV
<S²> = 0.75
gap between HOMO and LUMO (alpha / beta) = 6.2 / 3.8 eV

# 3
Density functional theory data (ωB97M-V/def2-TZVPD) for C35H47ClNP2Pb as an isolated structure at a distorted geometry.

Geometry (Å):
P1 1.121 -2.644 -0.496
H1 -2.407 1.762 2.925
H2 2.471 -1.945 -4.062
H3 4.439 -4.762 -0.019
H4 0.279 -4.698 -2.787
H5 5.060 -2.534 0.394
P2 -1.301 2.654 0.426
H6 3.390 -2.465 -2.664
H7 2.439 5.759 -0.464
H8 -0.972 -2.484 -2.859
H9 0.082 -2.078 -4.218
C1 1.543 5.306 -0.866
H10 1.518 -1.594 1.834
H11 2.360 -4.496 1.995
H12 2.672 0.046 0.059
C2 2.449 -1.978 -2.953
H13 2.051 -4.802 -2.601
C3 -0.475 -3.473 1.754
H14 2.819 -2.871 2.586
H15 1.100 4.260 0.943
H16 0.229 -0.069 3.621
H17 4.019 -3.959 2.059
C4 0.081 -5.290 0.168
H18 -2.026 6.671 3.286
C5 -1.781 3.565 1.948
C6 1.150 5.573 -2.171
Pb1 -0.034 0.802 0.841
N1 0.496 -1.060 -0.440
H19 4.140 -1.634 -0.833
C7 4.066 -2.089 0.167
C8 -2.313 2.835 3.011
H20 -1.552 -3.964 -1.495
C9 3.481 -4.400 -0.456
C10 -2.628 4.862 4.270
C11 -0.265 -3.785 0.257
H21 -1.893 -2.503 -0.471
H22 -1.303 -4.082 2.176
H23 -2.367 0.693 -1.489
C12 -2.107 5.594 3.214
C13 0.787 4.457 -0.073
H24 3.988 -1.315 0.943
H25 -3.735 4.272 0.420
C14 -3.889 3.459 -0.275
C15 1.234 -4.182 -2.993
H26 -0.051 -0.955 -2.842
C16 -0.003 4.990 -2.674
C17 1.893 1.699 1.333
H27 3.741 -4.185 -1.499
H28 2.781 -5.251 -0.415
C18 -2.735 3.482 4.162
C19 -0.006 -2.030 -3.111
C20 -0.380 3.877 -0.571
C21 -1.604 -3.572 -0.465
C22 2.992 -3.618 1.799
C23 -3.124 1.445 -1.345
H29 0.412 -3.689 2.366
C24 -0.766 4.147 -1.880
H30 -6.235 2.270 -2.404
H31 1.350 -4.175 -4.098
H32 -3.151 2.904 4.976
H33 -2.953 5.364 5.171
C25 -4.321 1.371 -2.042
C26 1.540 -0.520 1.880
C27 0.859 0.293 2.827
H34 2.259 2.578 0.834
H35 1.743 6.232 -2.792
H36 -5.844 4.133 -0.821
H37 0.725 2.503 3.074
C28 -5.082 3.381 -0.974
H38 -2.413 -4.152 0.032
C29 -5.302 2.334 -1.860
H39 0.968 -5.550 0.767
H40 -0.748 -5.906 0.580
H41 0.258 -5.631 -0.862
H42 -0.312 5.189 -3.692
H43 -1.293 5.535 1.239
H44 -0.709 -2.422 1.920
C30 1.205 -2.738 -2.447
C31 -1.690 4.952 2.057
C32 2.149 0.348 0.949
H45 -4.487 0.548 -2.725
Cl1 -2.008 -0.352 1.445
C33 2.947 -3.154 0.291
C34 -2.900 2.494 -0.459
H46 -1.660 3.692 -2.281
C35 1.088 1.658 2.516
H47 2.452 -0.933 -2.575

Results
total charge = +1
energy relative to the best compared isomer or geometry (same formula, charge and spin) = 492.35 kJ/mol
multiplicity = 1
LUMO (alpha / beta) = -3.395 / -3.396 eV
gap between HOMO and LUMO (alpha / beta) = 5.9 / 5.9 eV

# 4
Density functional theory data (ωB97M-V/def2-TZVPD) for C35H47CuN8O6S2Si as an isolated structure.

Geometry (Å):
H1 -5.925 0.631 1.029
H2 2.954 -3.267 3.019
H3 -3.588 -1.271 0.725
H4 4.514 5.320 -4.136
C1 4.705 4.791 -2.065
N1 -6.152 0.531 -3.544
C2 -6.084 0.511 -1.120
H5 -6.885 -0.220 -1.112
H6 -0.901 -4.254 1.414
C3 3.162 1.597 0.727
H7 6.186 0.110 0.954
C4 4.088 4.768 -3.307
H8 5.609 5.369 -1.918
H9 2.683 -3.660 -2.544
C5 -2.802 -0.983 3.776
H10 0.891 -0.458 -3.197
O1 -4.816 2.221 2.615
C6 -2.189 -2.009 -0.739
H11 -2.769 -3.018 -2.569
C7 -5.595 0.976 -2.338
C8 5.178 0.407 1.215
C9 4.455 1.231 0.369
C10 2.369 3.337 -2.424
O2 1.011 -2.173 -1.166
H12 -2.027 0.148 -0.743
H13 4.166 -1.046 -1.550
H14 -6.565 -0.386 -3.498
H15 2.583 0.076 -3.114
H16 -2.903 -0.529 -2.127
H17 1.474 0.368 -1.745
S1 -3.879 2.552 1.573
N2 -0.855 5.568 0.676
N3 -2.437 1.869 1.726
H18 1.729 -5.638 1.279
C11 -0.289 -4.202 2.313
Si1 0.367 -1.574 0.251
N4 0.485 3.893 -0.084
H19 3.670 -2.476 -0.629
C12 2.121 -1.674 -1.908
C13 -0.107 4.465 0.956
H20 3.088 -0.877 -0.152
N5 -0.867 0.573 2.745
H21 -0.782 -3.522 3.009
H22 3.214 -2.370 -3.644
O3 -3.655 3.954 1.307
O4 1.068 -2.338 1.551
H23 -0.225 -5.195 2.765
H24 -3.213 3.086 -1.151
C14 -2.073 -3.160 -1.738
H25 -3.609 -3.032 0.517
H26 -4.167 2.271 -3.288
H27 2.780 0.019 3.548
C15 -4.530 1.908 0.056
C16 -4.562 1.915 -2.342
H28 -2.299 -4.111 -1.250
C17 -2.054 -0.674 -1.458
H29 1.499 -3.054 4.007
H30 1.448 2.784 -2.546
H31 -1.132 -0.640 -2.043
H32 5.120 -0.686 3.073
C18 1.969 -3.680 3.246
O5 0.570 -0.024 0.397
C19 1.752 -4.601 0.936
H33 1.216 -4.527 -0.010
O6 -1.168 -2.176 0.245
C20 -4.028 2.372 -1.153
C21 4.593 -0.038 2.386
H34 2.090 -4.689 3.647
H35 -1.117 5.637 -0.296
H36 2.789 -4.315 0.767
C22 2.918 4.041 -3.483
H37 -1.204 -2.134 4.687
C23 3.340 -1.509 -1.004
C24 2.380 2.580 -0.062
H38 1.507 -2.858 -3.598
H39 -5.545 0.627 -4.343
C25 3.290 0.362 2.655
H40 4.873 1.574 -0.567
C26 2.403 -2.705 -2.994
C27 -2.206 0.821 2.506
C28 1.751 -0.332 -2.534
N6 -3.172 0.022 3.013
N7 2.597 1.160 1.861
H41 -1.629 5.684 1.312
S2 0.119 3.997 2.598
Cu1 0.295 1.582 1.560
H42 -1.055 -3.203 -2.127
N8 1.202 2.829 0.369
C29 1.112 -3.692 1.983
H43 4.631 4.110 -0.031
C30 -1.481 -1.291 4.072
H44 -3.608 -1.606 4.158
H45 0.522 -0.668 3.590
C31 2.993 3.342 -1.179
H46 2.426 4.029 -4.447
C32 -5.554 0.977 0.073
C33 -3.521 -2.076 -0.005
C34 4.160 4.079 -1.006
C35 -0.540 -0.480 3.482
H47 -4.353 -1.975 -0.706

Results
total charge = -1
energy relative to the best compared isomer or geometry (same formula, charge and spin) = 22.23 kJ/mol
multiplicity = 2
LUMO (alpha / beta) = 2.177 / 2.197 eV
<S²> = 0.76
gap between HOMO and LUMO (alpha / beta) = 7.2 / 7.2 eV

# 5
Density functional theory data (ωB97M-V/def2-TZVPD) for an isolated ion of composition C35H47FN3O4 and charge +1 at a distorted geometry.

Geometry (Å):
C1 3.011 0.921 -1.204
H1 2.071 -2.179 4.481
H2 3.907 -2.050 4.413
C2 0.830 3.262 0.612
C3 -1.385 -3.357 1.871
O1 -0.419 -2.339 2.296
H3 2.820 1.602 -0.342
C4 0.706 -0.147 -0.467
F1 -4.661 2.438 -0.208
C5 -3.483 1.720 -0.487
H4 3.140 0.397 -3.883
C6 0.467 3.223 -0.913
C7 2.879 -1.152 2.623
H5 4.686 -0.075 3.219
H6 -0.994 3.424 -6.687
H7 -0.456 -4.554 0.238
H8 1.379 -5.061 1.716
H9 2.426 4.618 1.522
N1 -0.345 2.040 -1.356
H10 0.455 5.667 2.521
H11 0.565 6.713 1.023
C8 0.808 3.958 -5.475
C9 0.394 -5.311 2.209
H12 2.899 -0.619 4.839
H13 2.672 4.181 -4.264
H14 3.955 0.352 -0.976
H15 1.314 -0.020 -5.003
H16 1.299 0.394 -2.469
H17 -5.183 -5.078 2.420
C10 3.315 1.860 -2.441
H18 1.360 3.350 -1.586
C11 0.635 -1.238 0.524
C12 1.956 3.452 -4.709
C13 1.158 1.080 -5.156
C14 2.520 -2.494 1.871
H19 1.850 5.110 -0.132
H20 -2.840 2.192 1.646
H21 2.024 -3.171 2.606
H22 0.385 -4.995 3.279
H23 -3.734 0.630 -0.432
C15 -3.688 -0.540 2.008
H24 -1.911 2.984 0.333
O2 -4.409 0.401 2.148
O3 3.650 3.010 -2.253
C16 1.746 -2.314 0.504
H25 -5.998 -5.248 -0.086
H26 -0.061 3.251 1.295
H27 -0.177 4.135 -1.105
H28 -1.595 -5.440 1.292
C17 -0.139 3.014 -6.097
C18 -1.403 -0.279 1.505
C19 0.398 5.668 1.404
C20 -4.299 -1.805 1.362
H29 -0.609 5.346 1.025
H30 3.504 -2.990 1.614
N2 3.247 1.411 -3.809
C21 1.811 -0.049 -1.565
H31 2.214 -1.036 -1.899
O4 -2.351 -0.425 2.503
N3 -0.409 -1.278 1.444
C22 2.136 1.998 -4.533
C23 -1.371 0.844 0.594
C24 -4.771 -1.921 -0.004
H32 4.311 0.155 1.435
C25 -5.388 -3.150 -0.546
C26 -5.062 -4.222 1.707
C27 -4.458 -3.004 2.225
C28 -2.414 2.019 0.629
C29 1.526 4.690 0.866
H33 2.518 -2.155 -0.293
H34 -2.010 -3.608 2.760
C30 -0.312 0.940 -0.454
H35 0.309 -6.430 2.102
C31 0.015 1.579 -5.938
H36 0.632 5.052 -5.636
H37 -0.152 1.766 -2.321
H38 -3.088 1.899 -1.525
H39 1.523 2.451 0.955
H40 2.112 -0.338 2.543
H41 -1.973 -2.904 1.026
H42 -0.661 0.811 -6.379
C32 4.327 -0.581 2.276
C33 -0.753 -4.686 1.319
H43 -5.758 -3.149 -1.603
H44 1.281 -3.316 0.262
C34 2.940 -1.522 4.179
C35 -5.537 -4.317 0.310
H45 4.993 -1.464 2.111
H46 -4.713 -1.060 -0.704
H47 -4.106 -2.937 3.278

Results
total charge = +1
multiplicity = 1
LUMO = -3.770 eV
gap between HOMO and LUMO = 7.2 eV
structure (SMILES) = CCCCNc1c(CCC(=O)Nc2ccccc2)c(CCC(C)C)[n+](OCCC)c(OC(=O)c2ccccc2)c1CCF